The following is a quantum chemistry calculation of a cluster of 7 separate species, C42H79BrF7IN2O12P in total, from the Open Molecules 2025 dataset.

Each line ends with the Mulliken charge.
Atoms and positions in Å:
C 5.408 -1.168 1.197  -0.60
C 4.027 -0.610 1.782  -0.04
N 3.022 -0.169 0.834  1.49
C 2.684 1.204 0.618  1.19
C 2.184 2.088 1.811  -0.20
F 2.480 3.442 1.662  -0.36
F 2.861 1.830 3.015  -0.32
C 0.692 2.000 2.310  0.58
F -0.299 2.322 1.447  -0.05
F 0.619 3.019 3.269  -0.37
C 0.291 0.694 3.133  0.38
F -0.995 0.382 2.782  -0.23
F 0.210 0.972 4.473  -0.29
F 1.141 -0.348 3.020  -0.11
C 4.100 1.738 0.006  -1.41
I 5.602 2.540 1.358  0.27
N 4.234 1.600 -1.284  1.07
C 5.462 2.041 -2.006  -0.95
C 6.214 0.895 -2.779  -0.24
C 7.166 0.000 -1.926  -0.51
Br 8.548 1.035 -0.936  -0.16
C 3.004 1.006 -1.949  1.27
C 3.174 -0.543 -2.337  -2.16
O 4.228 -1.224 -1.616  0.80
C 3.864 -2.591 -1.660  -0.02
C 4.045 -3.392 -2.873  -0.53
C 3.682 -4.796 -2.921  -0.76
C 3.124 -5.494 -1.761  -0.65
C 2.910 -4.696 -0.575  -0.85
C 3.264 -3.285 -0.532  0.79
C 2.903 1.640 -3.385  -1.63
C 1.775 1.211 -4.355  -0.23
O 1.172 2.089 -4.923  -0.54
O 1.490 -0.071 -4.748  -0.46
C 1.924 1.350 -0.808  1.14
C 1.444 2.846 -1.135  -1.48
C 0.232 3.083 -2.099  1.07
C -1.067 3.526 -1.289  -1.34
O 0.519 4.255 -2.910  -0.65
P 0.319 0.343 -0.853  -0.17
O 0.114 -0.778 0.372  -0.21
O -0.095 -0.262 -2.338  -0.35
H 6.003 -1.491 2.099  0.58
H 6.002 -0.353 0.720  -0.01
H 5.283 -2.078 0.572  -0.06
H 4.372 0.081 2.579  0.43
H 3.612 -1.502 2.340  -0.21
H 2.624 -0.861 0.221  -0.64
H 6.213 2.539 -1.356  0.75
H 5.213 2.814 -2.787  0.23
H 5.555 0.221 -3.381  0.05
H 6.867 1.417 -3.535  0.46
H 7.760 -0.614 -2.657  0.56
H 6.665 -0.733 -1.258  -0.12
H 2.237 -1.134 -2.189  0.33
H 3.440 -0.668 -3.424  0.78
H 4.463 -2.960 -3.805  0.39
H 3.834 -5.419 -3.830  0.37
H 2.869 -6.572 -1.757  0.41
H 2.478 -5.194 0.324  0.38
H 3.070 -2.775 0.444  0.13
H 2.947 2.760 -3.377  0.41
H 3.832 1.348 -3.958  0.69
H 0.567 -0.083 -5.060  0.44
H 2.389 3.396 -1.417  0.57
H 1.111 3.398 -0.212  0.52
H -0.109 2.282 -2.784  -0.39
H -0.803 4.289 -0.522  0.38
H -1.840 3.897 -2.012  0.51
H -1.466 2.575 -0.841  -0.05
H 1.472 4.335 -3.065  0.48
H 0.280 -1.688 0.035  0.19
H -1.027 -0.553 -2.377  0.12
C -2.293 5.827 6.436  -1.39
C -2.933 5.357 5.139  0.34
C -2.051 4.350 4.419  -1.05
O -3.164 6.478 4.287  -0.51
H -1.337 6.322 6.240  0.35
H -2.933 6.557 6.936  0.35
H -2.120 4.990 7.116  0.37
H -3.905 4.907 5.351  0.30
H -1.087 4.794 4.155  0.27
H -2.519 4.030 3.484  0.29
H -1.870 3.468 5.039  0.36
H -2.311 6.885 4.092  0.34
C 1.485 -2.593 5.022  -0.83
C 2.640 -3.446 4.520  0.93
C 2.766 -4.735 5.317  -1.57
O 3.857 -2.704 4.614  -0.52
H 1.638 -2.305 6.067  0.38
H 1.418 -1.670 4.445  -0.10
H 0.536 -3.127 4.944  0.39
H 2.488 -3.683 3.462  -0.03
H 2.964 -4.521 6.372  0.37
H 3.605 -5.331 4.952  0.39
H 1.856 -5.333 5.248  0.37
H 4.002 -2.489 5.544  0.34
C -3.340 1.375 -3.529  -0.93
C -3.952 -0.017 -3.538  0.30
C -5.460 0.040 -3.358  -1.45
O -3.375 -0.800 -2.486  -0.40
H -3.529 1.877 -2.575  0.25
H -2.254 1.320 -3.649  0.03
H -3.748 1.992 -4.332  0.49
H -3.713 -0.517 -4.480  0.28
H -5.720 0.496 -2.398  0.37
H -5.884 -0.966 -3.356  0.34
H -5.931 0.616 -4.156  0.41
H -3.581 -0.367 -1.647  0.31
C -3.376 -3.697 0.027  -1.12
C -2.238 -4.690 0.204  0.54
C -2.375 -5.464 1.505  -1.43
O -0.990 -3.991 0.194  -0.41
H -3.381 -2.960 0.837  0.40
H -3.259 -3.141 -0.906  0.22
H -4.343 -4.204 0.013  0.31
H -2.224 -5.386 -0.638  0.17
H -2.345 -4.788 2.365  0.34
H -1.546 -6.165 1.623  0.36
H -3.312 -6.024 1.534  0.41
H -0.994 -3.373 0.937  0.20
C -3.967 7.912 0.576  -1.07
C -5.116 6.955 0.302  0.42
C -6.450 7.564 0.703  -1.29
O -4.909 5.744 1.027  -0.52
H -3.902 8.148 1.643  0.23
H -3.014 7.459 0.294  0.23
H -4.088 8.845 0.020  0.39
H -5.133 6.697 -0.759  0.28
H -6.470 7.788 1.773  0.32
H -7.265 6.862 0.510  0.31
H -6.646 8.485 0.150  0.38
H -4.891 5.961 1.968  0.32
C -5.834 -5.832 -2.228  -1.09
C -4.943 -7.066 -2.224  0.68
C -4.207 -7.220 -3.546  -1.28
O -5.736 -8.225 -1.982  -0.57
H -6.596 -5.904 -3.010  0.42
H -6.364 -5.739 -1.278  0.30
H -5.249 -4.924 -2.394  0.18
H -4.220 -6.994 -1.407  -0.03
H -4.914 -7.340 -4.373  0.36
H -3.580 -8.114 -3.533  0.35
H -3.575 -6.353 -3.751  0.32
H -6.379 -8.300 -2.697  0.36

Properties
Energy   -6571.84812 a.u.
Highest occupied orbital energy   -10.449 eV
F_max   5.6 eV/A
LUMO energy   -3.704 eV
Kohn-Sham gap   6.75 eV
Total charge   +1

The following is a quantum chemistry calculation of the molecule C9H9FO2, from the Open Molecules 2025 dataset.

Each line ends with the Mulliken charge.
Atoms and positions in Å:
C 1.454 0.986 -2.479  -0.24
C 0.302 1.631 -2.291  -0.66
C 1.688 -0.136 -1.755  -0.58
C -0.594 1.206 -1.341  -0.22
C 0.810 -0.615 -0.833  -0.52
C -0.391 0.052 -0.531  0.14
C 0.639 -0.569 2.765  -0.39
C -0.712 -0.564 2.264  0.14
C -1.276 -0.549 0.532  0.55
O -0.189 0.583 2.657  -0.41
O -2.592 -0.118 0.589  -0.52
F -1.339 -1.958 0.188  -0.35
H 2.270 1.216 -3.176  0.34
H 0.109 2.504 -2.848  0.43
H 2.665 -0.583 -2.008  0.29
H -1.513 1.704 -1.314  0.47
H 1.054 -1.467 -0.246  0.49
H 0.787 -0.938 3.739  0.30
H 1.576 -0.686 2.123  0.20
H -1.630 -0.895 2.873  0.17
H -3.119 -0.800 1.092  0.37

Properties
Energy   -598.59103 a.u.
Highest occupied orbital energy   -9.403 eV
SMILES string   O[C@@](F)(c1ccccc1)[C@H]1CO1
F_max   5.8 eV/A
Relative energy (zero: lowest compared OMol25 entry of this formula, charge and spin)   187.4 kJ/mol
LUMO energy   0.861 eV
Kohn-Sham gap   10.26 eV

The following is a quantum chemistry calculation of a structure of composition C21H34Cl16FNO5Si2, from the Open Molecules 2025 dataset.

Each line ends with the Mulliken charge.
Atoms and positions in Å:
C 3.296 -4.306 -1.938  -0.82
C 4.071 -3.246 -1.725  -0.19
Si 3.381 -1.555 -2.146  0.70
C 4.524 -0.254 -1.461  -0.76
C 3.831 1.075 -1.060  -0.45
C 3.377 1.129 0.416  0.54
C 1.852 1.117 0.556  -1.22
O 3.324 -1.523 -3.840  -0.19
Si 2.553 -0.332 -4.619  0.33
F 3.603 0.804 -4.959  -0.27
O 1.934 -0.801 -6.069  -0.33
N 1.118 -2.011 -6.110  0.34
O 1.759 -2.968 -6.088  -0.24
O 1.443 0.336 -3.593  0.01
C 0.130 0.514 -3.979  -0.14
O -0.182 1.329 -4.801  -0.50
C -0.861 -0.324 -3.249  0.94
C -1.872 0.325 -2.552  -0.80
C -2.839 -0.391 -1.869  -0.24
C -2.822 -1.778 -1.884  -0.12
C -1.801 -2.436 -2.560  -1.24
C -0.829 -1.709 -3.225  0.27
H 3.629 -5.317 -1.730  0.29
H 2.303 -4.192 -2.363  0.15
H 5.063 -3.368 -1.301  0.35
H 2.030 -1.527 -1.556  -0.18
H 4.962 -0.682 -0.555  0.29
H 5.324 -0.034 -2.170  0.48
H 4.567 1.871 -1.197  0.36
H 2.986 1.342 -1.698  0.09
H 3.717 2.081 0.828  0.08
H 3.843 0.336 1.000  -0.19
H 1.534 1.375 1.567  0.22
H 1.458 0.134 0.280  0.23
H 1.415 1.834 -0.142  0.36
H -1.927 1.406 -2.515  0.45
H -3.621 0.111 -1.317  0.33
H -3.585 -2.375 -1.375  0.56
H -1.755 -3.516 -2.587  0.39
H -0.043 -2.262 -3.725  0.14
C 5.503 3.128 3.688  -0.51
Cl 4.107 4.034 3.094  -0.04
Cl 5.274 1.376 3.541  -0.10
H 6.371 3.413 3.105  0.28
H 5.655 3.370 4.734  0.36
C -6.267 -1.451 0.610  0.02
Cl -5.915 0.226 1.051  -0.19
Cl -5.642 -1.843 -1.000  -0.16
H -5.794 -2.108 1.330  0.30
H -7.338 -1.595 0.615  0.00
C -9.051 -4.579 0.416  0.47
Cl -9.569 -3.032 1.098  -0.18
Cl -7.321 -4.617 0.025  -0.14
H -9.248 -5.355 1.156  -0.42
H -9.610 -4.757 -0.495  0.28
C 7.448 -1.572 3.138  -0.26
Cl 8.741 -1.645 1.935  -0.16
Cl 5.852 -1.481 2.387  -0.11
H 7.491 -2.465 3.749  0.31
H 7.588 -0.685 3.746  0.22
C -0.921 2.460 3.041  -0.47
Cl 0.648 3.270 3.008  -0.02
Cl -2.097 3.337 4.031  -0.17
H -1.300 2.400 2.027  0.27
H -0.791 1.467 3.453  0.41
C 2.284 7.460 1.401  -0.22
Cl 3.740 8.281 1.984  -0.18
Cl 1.965 5.965 2.292  -0.04
H 1.432 8.116 1.532  0.11
H 2.418 7.214 0.355  0.32
C -9.991 -6.574 4.313  -0.24
Cl -9.816 -4.887 4.794  -0.13
Cl -9.358 -6.862 2.681  -0.18
H -9.440 -7.196 5.007  0.28
H -11.043 -6.833 4.322  0.27
C -1.477 6.662 1.081  -0.05
Cl -1.010 8.150 1.916  -0.17
Cl -0.640 6.479 -0.465  -0.14
H -1.223 5.821 1.717  0.02
H -2.544 6.693 0.896  0.34

Properties
Energy   -9293.57747 a.u.
Highest occupied orbital energy   -9.638 eV
F_max   1.5 eV/A
Relative energy (zero: lowest compared OMol25 entry of this formula, charge and spin)   0.0 kJ/mol
LUMO energy   -0.489 eV
Kohn-Sham gap   9.15 eV

The following is a quantum chemistry calculation of a cluster of 6 separate species, C5H22NO6 in total, from the Open Molecules 2025 dataset.

Each line ends with the Mulliken charge.
Atoms and positions in Å:
C 0.111 1.847 -0.848  -0.70
N 0.896 0.670 -1.178  -0.31
C 0.312 -0.609 -0.628  -0.30
O -0.353 -1.256 -1.625  -0.59
C 0.398 2.479 0.537  -0.48
C 1.005 1.660 1.643  0.20
C 0.439 1.973 3.062  -1.41
H 0.403 2.681 -1.531  0.42
H -0.960 1.713 -0.964  0.24
H 1.216 0.562 -2.138  0.32
H 1.209 -1.240 -0.461  0.05
H -0.267 -0.404 0.282  0.19
H -0.445 3.109 0.912  0.37
H 1.185 3.178 0.175  0.21
H 1.057 0.566 1.609  -0.19
H 2.092 1.861 1.710  0.30
H -0.637 1.699 3.102  0.31
H 0.594 3.034 3.220  0.37
H 1.155 1.497 3.713  0.37
H -2.530 -0.627 1.666  0.35
H -3.742 -1.332 2.232  0.31
O -2.841 -1.096 2.482  -0.65
H -1.139 -2.764 -2.000  0.40
H 0.028 -3.763 -2.184  0.24
O -0.927 -3.735 -2.111  -0.69
H -2.059 -1.108 -1.684  0.36
H -3.327 -1.542 -1.476  0.33
O -2.925 -0.638 -1.454  -0.70
H 1.200 -2.045 -3.717  0.25
H 0.332 -0.945 -2.882  0.24
O 0.905 -1.137 -3.762  -0.78
H 2.282 -0.707 1.077  0.34
H 3.025 -2.106 1.574  0.27
O 2.309 -1.474 1.649  -0.63

Properties
Energy   -709.87463 a.u.
Highest occupied orbital energy   -4.612 eV
F_max   2.9 eV/A
Relative energy (zero: lowest compared OMol25 entry of this formula, charge and spin)   309.5 kJ/mol
LUMO energy   3.241 eV
Kohn-Sham gap   7.85 eV
Total charge   -1

The following is a quantum chemistry calculation of a structure of composition C6H7NOPdSSi, from the Open Molecules 2025 dataset.

Each line ends with the Mulliken charge.
Atoms and positions in Å:
C 3.678 -0.684 -1.624  0.20
C 2.451 -0.321 -1.269  -0.58
Si 0.855 0.076 -0.259  0.65
C -0.406 -1.356 -0.413  -0.69
C -1.758 -0.885 0.598  0.11
C -3.006 -0.082 -0.244  -0.37
O -1.962 0.630 0.775  -0.41
N 1.221 0.306 1.514  -0.36
C 1.745 1.523 1.699  0.47
S 2.258 3.143 1.560  0.12
H 4.758 -1.096 -1.726  0.37
H 0.255 1.296 -0.854  -0.01
H -0.031 -2.350 0.019  0.38
H -0.825 -1.414 -1.479  0.39
H -2.080 -1.641 1.490  0.35
H -3.870 0.398 0.334  0.33
H -2.656 0.167 -1.306  0.29
Pd -0.519 2.271 1.144  0.74

Properties
Energy   -1177.35083 a.u.
Highest occupied orbital energy   -16.948 eV
F_max   7.8 eV/A
LUMO energy   -12.750 eV
Kohn-Sham gap   4.20 eV
Total charge   +2

The following is a quantum chemistry calculation of the molecule C3H7N5, from the Open Molecules 2025 dataset.

Each line ends with the Mulliken charge.
Atoms and positions in Å:
C 0.739 0.359 -0.018  0.64
C -0.114 -0.868 -0.008  -0.39
C -1.331 1.139 0.017  -0.06
H 3.902 -0.349 0.323  0.21
H 2.784 -1.687 -0.100  0.19
H -0.152 -1.447 0.861  0.25
H -0.077 -1.619 -0.833  0.26
H -2.793 -1.239 1.056  0.22
H -3.132 -1.236 -0.772  0.24
H -2.093 1.794 0.327  0.41
N 2.957 -0.640 0.031  -0.41
N 2.058 0.396 -0.029  -0.41
N -1.472 -0.164 -0.246  0.11
N -2.681 -0.812 0.119  -0.60
N -0.033 1.507 0.010  -0.65

Properties
Energy   -392.16644 a.u.
Highest occupied orbital energy   -7.307 eV
SMILES string   N/N=C1\CN(N)C=N1
F_max   5.6 eV/A
Relative energy (zero: lowest compared OMol25 entry of this formula, charge and spin)   348.2 kJ/mol
LUMO energy   0.646 eV
Kohn-Sham gap   7.95 eV

- The lowest F_max belongs to which entry?
  C21H34Cl16FNO5Si2

- The lowest energy belongs to which entry?
  C21H34Cl16FNO5Si2

- What is the formula in the fifth record?
  C6H7NOPdSSi